(1)
The following is a quantum chemistry calculation of a 2-piece molecular cluster, C3H9N2PS overall, from the OMol25 dataset.

Computed properties:
* DFT total energy: -26359.417 eV
* E_HOMO: -7.29 eV
* E_LUMO: -0.1 eV
* F_max: 0.10624 hartree/bohr
* frontier orbital gap: 7.2 eV
* relative energy (zero: lowest compared OMol25 entry of this formula, charge and spin): 57.63 kcal/mol

Cartesian coordinates (Å):
C (1.48, -1.51, 0.01)
C (2.35, -2.52, 0.49)
C (-0.43, 1.57, -1.28)
N (0.81, -0.61, -0.36)
N (-3.14, 0.64, 0.81)
P (0.43, 1.09, 0.26)
S (2.19, 1.91, 0.24)
H (-2.99, 0.47, 1.79)
H (1.80, -3.44, 0.17)
H (3.36, -2.34, 0.03)
H (2.40, -2.58, 1.58)
H (-1.15, 2.26, -1.15)
H (0.14, 1.94, -2.12)
H (-0.93, 0.66, -1.91)
H (-3.97, 1.19, 0.80)
H (-2.36, 1.30, 0.63)

(2)
The following is a quantum chemistry calculation of one molecule with the formula C7H12N2O3, from the OMol25 dataset.

Computed properties:
* SMILES string: CC(C)N1C([N+](=O)[O-])=CC[C@@H]1O
* DFT total energy: -16571.565 eV
* E_HOMO: -8.85 eV
* E_LUMO: -0.5 eV
* F_max: 0.08718 hartree/bohr
* frontier orbital gap: 8.4 eV
* relative energy (zero: lowest compared OMol25 entry of this formula, charge and spin): 122.00 kcal/mol

Cartesian coordinates (Å):
C (-0.28, 2.14, 0.50)
C (-0.72, 1.01, 1.04)
C (0.11, 1.97, -0.93)
C (-0.42, 0.49, -1.23)
C (1.80, -0.82, 0.24)
C (0.18, -2.50, -0.48)
C (0.34, -1.26, 0.35)
N (-0.57, -0.16, 0.06)
N (-1.36, 0.71, 2.36)
O (-1.38, 1.69, 3.07)
O (-1.80, -0.42, 2.51)
O (-1.54, 0.59, -2.10)
H (-0.55, 3.09, 0.95)
H (-0.28, 2.66, -1.57)
H (1.12, 1.93, -1.12)
H (0.28, -0.11, -1.76)
H (2.12, -0.54, -0.74)
H (1.94, -0.05, 0.99)
H (2.39, -1.70, 0.57)
H (0.15, -2.35, -1.51)
H (-0.63, -3.17, -0.38)
H (1.14, -3.01, -0.34)
H (0.15, -1.49, 1.41)
H (-2.18, 1.30, -1.87)

(3)
The following is a quantum chemistry calculation of a 7-piece molecular cluster, C7H25O7 overall, from the OMol25 dataset.

Computed properties:
* DFT total energy: -21995.363 eV
* E_HOMO: -2.07 eV
* E_LUMO: 3.0 eV
* charge: -1
* F_max: 0.06484 hartree/bohr
* frontier orbital gap: 5.1 eV
* relative energy (zero: lowest compared OMol25 entry of this formula, charge and spin): 67.11 kcal/mol

Cartesian coordinates (Å):
C (2.10, 0.16, -3.32)
O (2.67, -0.69, -2.30)
C (0.81, 0.86, -2.88)
C (0.87, 1.29, -1.43)
C (0.27, 0.48, -0.38)
C (-0.77, 0.82, 3.29)
C (-0.30, 0.24, 2.01)
C (-0.23, 0.99, 0.83)
H (1.92, -0.53, -4.16)
H (2.88, 0.90, -3.45)
H (-0.02, 0.16, -3.00)
H (0.73, 1.73, -3.56)
H (0.24, 2.22, -1.41)
H (1.85, 1.78, -1.25)
H (1.97, -1.08, -1.77)
H (0.59, -0.55, -0.19)
H (-0.97, 0.04, 4.01)
H (-1.82, 1.21, 3.11)
H (-0.39, 1.70, 3.81)
H (-0.02, -0.80, 2.02)
H (-0.52, 2.02, 0.95)
H (0.10, -2.16, 1.20)
H (-0.29, -2.51, -0.14)
O (-0.13, -2.96, 0.71)
H (-2.96, -2.62, -1.19)
H (-2.20, -1.51, -2.03)
O (-2.61, -2.39, -2.05)
H (-0.14, 4.09, 0.42)
H (0.39, 3.43, 1.69)
O (0.48, 4.21, 1.14)
H (1.37, 0.43, 3.33)
H (2.27, 0.47, 2.20)
O (2.30, 0.20, 3.12)
H (0.30, -3.80, -1.67)
H (-0.78, -3.08, -2.55)
O (0.10, -2.97, -2.16)
H (-3.51, 0.20, 2.38)
H (-2.92, -1.25, 2.49)
O (-3.64, -0.73, 2.16)